# 1
The following is a quantum chemistry calculation of a 3-piece molecular cluster, C16H37BrN3O6P overall, from the OMol25 dataset.

Each line ends with the Löwdin charge.
CARTESIAN COORDINATES (ANGSTROEM)
1 H 1.6285 0.2855 -3.0736  0.0764
2 C 1.3514 -2.2261 1.6132  -0.4684
3 N 2.3566 -0.4181 -3.1110  -0.0439
4 N 1.8242 -3.4121 2.1952  0.0382
5 O -2.0372 3.2244 4.7697  -0.1797
6 H 1.7046 2.3158 -4.1436  0.0833
7 H -1.2066 3.6478 -0.7837  0.1216
8 C -3.5226 2.4287 2.9781  -0.2039
9 H 2.7385 -3.6966 1.8642  0.1214
10 H 0.0163 0.8825 1.2846  0.0737
11 O -0.2702 -1.2302 -1.6081  -0.2025
12 C 2.1544 -1.3680 -2.0244  -0.1972
13 C -0.7835 3.6232 4.2499  -0.1008
14 C 1.3305 2.1777 -5.1642  -0.1176
15 H -1.6735 1.9157 2.3246  0.0757
16 H 2.9383 -2.1310 -2.0838  0.1243
17 H -3.6730 1.5084 3.5476  0.1176
18 H -1.3745 -4.1551 1.8477  0.1082
19 H -1.4316 1.9164 -0.4667  0.1153
20 H -2.1455 4.1822 1.4288  0.1093
21 H 0.8845 -2.8052 -1.1212  0.1010
22 H -4.4854 2.6804 2.5209  0.1172
23 C -0.1617 -2.2882 1.5996  -0.0728
24 C 0.6148 1.6149 0.7322  -0.1060
25 C 2.3618 -1.0046 -4.4423  -0.2188
26 O -0.0130 2.8827 0.6942  -0.1917
27 C -0.4242 -3.7913 1.4532  -0.2030
28 O 1.1839 0.8122 -5.4954  -0.1992
29 H 3.2493 0.7448 -5.3215  0.1219
30 C -3.1609 3.5300 3.9666  -0.2295
31 H -0.8694 4.5413 3.6614  0.0885
32 H 0.5821 -2.6531 -2.8462  0.1157
33 H -0.3248 2.8517 3.6246  0.0720
34 H 2.5239 -0.3813 -6.4833  0.1214
35 H 1.4786 -1.6300 -4.6414  0.1105
36 H -4.0035 3.6507 4.6527  0.1203
37 H -0.4979 0.3266 -2.9856  0.0739
38 H -3.3073 3.3500 0.3830  0.1232
39 C 2.4015 0.0764 -5.4975  -0.2198
40 H 0.9237 -4.0388 4.6534  0.0172
41 C -2.3828 3.2192 0.9537  -0.2169
42 H 2.0110 2.6849 -5.8556  0.0876
43 C 0.8129 -2.0811 -1.9390  -0.2121
44 C 0.7924 -4.4467 2.1455  -0.9396
45 H -0.1236 3.8108 5.0966  0.0868
46 C -1.2542 2.8890 0.0035  -0.2176
47 O -1.1138 -5.2380 4.0555  -0.4236
48 N -2.5709 2.1408 1.9129  -0.0501
49 H -0.9386 -1.2898 -3.5763  0.0905
50 H -3.0116 4.4956 3.4680  0.1092
51 H -1.9722 -0.4566 -2.3972  0.0890
52 H 2.3001 -0.8391 -1.0825  0.0962
53 H -0.5356 -1.6809 0.7702  0.1105
54 H 0.7884 1.2246 -0.2758  0.0784
55 H 0.3461 2.6351 -5.2452  0.0868
56 P 0.3388 -5.0315 3.8470  0.6762
57 H 3.2469 -1.6392 -4.5465  0.1238
58 Br 1.4121 -6.0103 1.1438  0.7164
59 O 2.0580 -1.3311 1.2261  0.0902
60 H 1.1461 -6.1614 4.0589  -0.0019
61 H -0.5053 -1.8897 2.5648  0.1386
62 H -0.3584 -4.0431 0.3897  0.0889
63 C -0.9408 -0.6330 -2.7019  -0.0923
64 H 1.5740 1.7311 1.2316  0.0920

The value obtained for the HOMO-LUMO gap is 8.98 eV. The multiplicity is 1. The calculation puts the energy at -4162.838893 a.u. As for the structure (SMILES): O=[PH2][C@@]1(Br)CCC(=O)N1.COCCNCCOC.COCCNCCOC.

# 2
The following is a quantum chemistry calculation of C16H37NSi4TeTl as an isolated structure, from the OMol25 dataset.

Each line ends with the Löwdin charge.
CARTESIAN COORDINATES (ANGSTROEM)
1 H 0.6639 3.0082 4.4216  0.0285
2 C 3.0948 -0.3723 0.6115  -0.2199
3 C 0.7008 -2.5310 -4.3717  -0.5309
4 C 2.0946 -2.2433 -4.6231  -0.1497
5 C -0.0236 2.3045 -3.9224  -0.2932
6 Si 0.1737 2.2175 2.1748  0.3001
7 C -1.8385 -1.0897 3.9646  -0.2209
8 C -2.3389 -2.5332 1.2811  -0.2337
9 C -1.2902 3.3720 1.9208  -0.2350
10 N -2.8094 -0.6490 -1.1803  -0.6139
11 C -3.6749 0.1797 1.8699  -0.2381
12 H -0.9731 -1.7254 4.1861  0.0059
13 H 2.8097 -2.1200 3.2592  0.0304
14 H 2.3875 -1.7953 -5.5716  0.0256
15 H 1.8565 0.4022 -5.9483  0.0642
16 H -0.3882 1.5801 4.5470  0.0116
17 H -1.7235 -0.1363 4.4949  0.0083
18 H 0.8860 -2.7333 -0.4831  0.0133
19 H 2.2563 -3.3401 0.4790  0.0274
20 H 1.7545 4.0249 1.7160  0.0256
21 H -3.8899 0.3571 0.8067  -0.0135
22 H -1.5856 3.4463 0.8659  0.0003
23 C 1.7038 2.9771 1.3842  -0.2218
24 C 1.9204 -1.4725 3.2127  -0.2071
25 H -3.3147 -2.9278 1.6002  0.0250
26 H -2.1667 3.0674 2.5080  0.0195
27 H 2.9159 -0.0520 -0.4245  0.0342
28 H 3.4483 0.4920 1.1881  0.0108
29 H 2.1453 -0.5491 3.7611  0.0101
30 H -0.9725 4.3685 2.2644  0.0240
31 Si -2.1233 -0.8604 2.1211  0.3057
32 H -0.2156 3.0385 -3.1368  0.0579
33 Si -0.2919 0.1933 1.1231  0.1798
34 H -3.2090 -0.6463 -2.1264  -0.1584
35 H 1.3545 1.3805 4.2388  0.0088
36 H -3.6213 1.1443 2.3921  0.0111
37 C 0.4768 2.0006 4.0195  -0.2135
38 C -0.3352 0.8312 -5.6698  -0.2349
39 Te -1.4991 0.8554 -1.1000  0.7944
40 H -1.5633 -3.2531 1.5726  0.0046
41 Si 1.5803 -1.1784 1.3809  0.3239
42 H 2.8539 -2.4042 -3.8585  0.0306
43 C -1.0050 1.6990 -4.7599  -0.2382
44 H -0.7927 0.2650 -6.4798  0.0720
45 H 1.0987 -1.9890 3.7243  0.0117
46 H -4.5119 -0.3975 2.2917  0.0246
47 H 2.2167 2.1219 -3.8862  0.0747
48 C 1.2532 1.8188 -4.3102  -0.2172
49 C 1.2806 -2.8343 0.5387  -0.2155
50 H -2.0769 1.8968 -4.7327  0.0757
51 H 3.8916 -1.1315 0.6048  0.0267
52 C 1.0675 0.9104 -5.3951  -0.2478
53 H 0.5966 -3.4705 1.1157  0.0164
54 H -2.7410 -1.5891 4.3486  0.0267
55 H 0.0285 -2.5734 -5.2547  0.0614
56 H 2.6290 2.4724 1.6896  0.0106
57 H 0.4756 -3.3875 -3.6948  0.0438
58 H -2.3637 -2.4298 0.1821  -0.0055
59 H 1.6504 2.9691 0.2871  0.0364
60 Tl 0.0739 -0.9798 -3.2185  0.8463

The value obtained for the HOMO-LUMO gap (spin up / spin down) is 4.96 / 5.49 eV. The multiplicity is 1. The charge is -1. The calculation puts the energy at -2284.996702 a.u.

# 3
The following is a quantum chemistry calculation of a 8-piece molecular cluster, C16H38B2F17N4O6P overall, from the OMol25 dataset.

Each line ends with the Löwdin charge.
CARTESIAN COORDINATES (ANGSTROEM)
1 H -21.7940 1.5883 9.8257  0.0798
2 O -24.2654 10.3530 7.4954  0.2007
3 B -18.4701 2.0472 6.6828  -1.2080
4 H -18.3620 6.9481 8.6872  0.1013
5 F -21.6840 5.0041 1.4444  -0.1681
6 F -21.9941 4.3884 6.7352  0.0944
7 F -16.6341 4.0086 12.1530  0.1083
8 N -24.1521 6.6603 3.2345  0.0987
9 F -17.6514 1.9648 7.7881  0.1569
10 H -23.6516 12.7145 10.3899  0.1088
11 H -25.6459 2.2543 8.3908  0.1047
12 C -18.3411 2.3906 11.7027  -0.5784
13 N -22.9830 11.0652 9.3147  0.0819
14 C -22.1029 9.3251 7.7122  0.0414
15 F -18.6455 0.7761 6.1041  0.0996
16 H -21.7903 8.7213 8.5662  0.1134
17 F -22.7479 1.9648 1.8762  -0.1595
18 H -22.0474 11.4829 9.2660  0.1882
19 F -17.9253 2.9310 5.7051  0.0773
20 H -25.8766 2.0911 5.9703  0.1807
21 O -19.7789 2.3984 11.3113  -0.0976
22 H -22.9247 10.3912 10.0898  0.1911
23 C -20.0766 2.8230 10.0247  -0.3258
24 H -24.1230 7.3403 0.5426  0.0975
25 O -18.8826 7.3791 6.1431  0.1445
26 H -24.1031 3.1267 8.1135  0.0852
27 C -24.0541 12.0592 9.6186  0.0116
28 C -17.7561 3.7912 11.4299  -0.5308
29 P -22.2564 3.4837 1.6206  0.1540
30 F -20.8215 3.0431 2.2101  -0.1499
31 B -22.9426 5.4576 6.7102  -1.2161
32 H -19.9624 4.2249 4.2845  0.1008
33 F -22.3763 6.5934 6.1124  0.1099
34 H -25.6196 7.0142 4.6486  0.1057
35 C -23.3742 7.8787 1.1180  0.0386
36 O -24.0228 0.4188 7.0721  0.2179
37 O -22.0277 7.4829 2.9704  0.1933
38 H -25.6864 3.8867 7.6286  0.0981
39 H -22.4523 8.0311 0.5748  0.1085
40 C -23.9368 1.2574 6.2789  -0.4003
41 C -24.9571 7.6225 4.0464  0.0274
42 H -24.2930 8.2637 4.6137  0.1001
43 O -17.6849 1.3950 11.2874  -0.1137
44 H -20.1823 4.7172 6.6541  0.1309
45 C -21.5553 2.6544 9.7366  -0.0898
46 H -21.7207 3.0612 8.7350  0.0350
47 H -20.6247 5.9368 4.3965  0.0667
48 C -19.8228 5.2496 4.6213  0.0162
49 C -19.1100 6.3944 6.7692  -0.4055
50 F -24.0297 5.0172 5.8590  0.0505
51 C -23.2350 10.2235 8.0415  -0.3843
52 C -25.1182 2.9759 7.7802  0.0322
53 H -24.6828 3.1057 5.7156  0.1327
54 C -23.0645 7.3120 2.4663  -0.4650
55 H -24.7644 6.1672 2.5712  0.1805
56 H -25.4864 8.2810 3.3599  0.1030
57 H -19.8993 3.9186 9.9369  0.0896
58 N -24.9966 2.3950 6.3954  0.0741
59 C -18.9891 6.1785 8.2370  0.0385
60 F -23.7771 3.8100 1.1539  -0.1770
61 H -19.9551 6.2828 8.7385  0.1000
62 F -19.7800 2.5611 7.0062  0.0548
63 H -22.3345 0.5807 5.1441  0.1222
64 H -22.4638 8.6026 6.9780  0.0826
65 F -18.6167 4.7936 11.8248  0.0633
66 H -22.5018 2.3070 5.1343  0.0912
67 H -23.8473 5.8745 3.8611  0.1548
68 H -24.2143 12.7223 8.7735  0.1084
69 C -23.0726 1.3791 5.0907  0.0442
70 H -18.4518 2.3424 12.8137  0.1303
71 H -24.9622 11.5532 9.9129  0.1109
72 H -18.5929 4.5396 6.0869  0.1496
73 H -23.7104 1.2498 4.2153  0.1054
74 N -19.4463 5.1315 6.0510  0.0726
75 H -18.9631 5.6346 4.0761  0.1110
76 H -22.2521 3.1058 10.4562  0.0675
77 F -22.7090 3.9174 3.1511  -0.2052
78 H -18.5323 5.2149 8.4793  0.0912
79 F -17.4353 4.0304 10.1393  0.1062
80 H -19.5703 2.3392 9.1840  0.1021
81 H -21.2802 9.8633 7.2376  0.1207
82 H -23.7988 8.8563 1.3879  0.1023
83 F -23.3965 5.6825 8.0055  0.1343
84 F -21.7511 3.1847 0.1484  -0.1208

The value obtained for the HOMO-LUMO gap is 2.02 eV. The multiplicity is 1. The calculation puts the energy at -3392.164945 a.u.